Record 1
C6H8Si | ωB97M-V with the def2-TZVPD basis set

Calculated values
Lowest unoccupied orbital energy   0.754 eV
Energy above the lowest of the compared OMol25 structures with the same formula, charge and spin   39.7 kcal per mole
HOMO energy   -8.74 eV
Spin multiplicity   1
SMILES   C=C1C=CC(=C)[SiH2]1
Total charge   0

Each line ends with the Mulliken charge.
Cartesian coordinates (Å):
1 C 2.211 -1.411 0.343  -0.750
2 C 1.038 -0.720 0.264  0.294
3 C -0.249 -1.538 -0.008  -0.477
4 C -1.337 -0.862 -0.254  -0.486
5 C -1.100 0.819 -0.165  0.229
6 C -1.917 1.725 -0.659  -0.712
7 Si 0.683 1.093 0.479  0.265
8 H 3.065 -0.772 0.604  0.267
9 H 2.329 -2.224 -0.275  0.335
10 H -0.352 -2.571 0.166  0.358
11 H -2.238 -1.344 -0.342  0.424
12 H -1.657 2.812 -0.676  0.205
13 H -2.874 1.511 -1.098  0.287
14 H 0.601 1.706 1.827  -0.114
15 H 1.799 1.778 -0.206  -0.125



Record 2
C6H8Si | ωB97M-V with the def2-TZVPD basis set

Calculated values
Lowest unoccupied orbital energy   -0.332 eV
Energy above the lowest of the compared OMol25 structures with the same formula, charge and spin   100.4 kcal per mole
HOMO energy   -7.33 eV
Spin multiplicity   1
Total charge   0

Each line ends with the Mulliken charge.
Cartesian coordinates (Å):
1 C -1.543 -0.119 -0.445  -0.246
2 C -0.964 1.072 -0.597  -0.666
3 C 0.088 -1.959 0.053  -0.760
4 C -0.596 -0.905 0.390  0.266
5 C -0.028 0.216 1.294  -0.783
6 C 0.376 1.167 0.213  -0.184
7 Si 1.658 -0.058 -0.535  0.470
8 H -2.557 -0.449 -0.957  0.280
9 H -1.366 1.862 -1.152  0.478
10 H -0.169 -2.513 -0.816  0.293
11 H -0.768 0.621 2.119  0.273
12 H 0.903 -0.135 1.858  0.288
13 H 0.597 2.183 0.496  0.482
14 H 2.770 -0.792 0.020  -0.076
15 H 1.599 -0.190 -1.942  -0.114



Number 2 is which compound? C6H8Si



Copy entry 1 word for word.
C6H8Si | ωB97M-V with the def2-TZVPD basis set

Calculated values
Lowest unoccupied orbital energy   0.754 eV
Energy above the lowest of the compared OMol25 structures with the same formula, charge and spin   39.7 kcal per mole
HOMO energy   -8.74 eV
Spin multiplicity   1
SMILES   C=C1C=CC(=C)[SiH2]1
Total charge   0

Each line ends with the Mulliken charge.
Cartesian coordinates (Å):
1 C 2.211 -1.411 0.343  -0.750
2 C 1.038 -0.720 0.264  0.294
3 C -0.249 -1.538 -0.008  -0.477
4 C -1.337 -0.862 -0.254  -0.486
5 C -1.100 0.819 -0.165  0.229
6 C -1.917 1.725 -0.659  -0.712
7 Si 0.683 1.093 0.479  0.265
8 H 3.065 -0.772 0.604  0.267
9 H 2.329 -2.224 -0.275  0.335
10 H -0.352 -2.571 0.166  0.358
11 H -2.238 -1.344 -0.342  0.424
12 H -1.657 2.812 -0.676  0.205
13 H -2.874 1.511 -1.098  0.287
14 H 0.601 1.706 1.827  -0.114
15 H 1.799 1.778 -0.206  -0.125